(1)
# C33H38CsN7O2S

A molecular structure, C33H38CsN7O2S (wB97M-V/def2-TZVPD, the OMol25 dataset).

E_LUMO (Eh): 0.001
Multiplicity: 1
Largest force on an atom (hartree/bohr): 0.0102
Energy above the lowest of the compared OMol25 structures with the same formula, charge and spin (kcal per mole): 0.0
HOMO (eV): -6.3
Orbital gap (eV): 6.4

Each line ends with the Löwdin charge.
Geometry (Å):
Cs (-0.590328, 2.701471, -0.602122)  0.96
C (-3.594747, -0.499509, 3.298189)  -0.02
C (-3.139112, -1.929700, 3.372825)  -0.22
C (-3.973346, -2.909510, 3.903566)  -0.05
C (-3.573913, -4.232932, 4.003659)  -0.09
C (-2.313375, -4.605952, 3.561420)  -0.08
C (-1.475367, -3.653200, 3.007292)  -0.02
C (-1.876405, -2.323469, 2.912515)  -0.22
N (-0.984611, -1.367385, 2.366855)  0.13
C (-1.184690, -0.666347, 1.176759)  -0.37
N (-2.283202, -1.071835, 0.499774)  0.14
C (-3.050372, -0.519198, -0.581366)  -0.28
C (-2.706564, 0.686396, -1.203332)  -0.26
C (-3.580458, 1.034456, -2.249275)  -0.20
C (-4.685200, 0.286759, -2.641363)  -0.11
C (-4.973366, -0.891242, -1.967644)  -0.09
C (-4.161345, -1.320347, -0.925872)  -0.26
C (-4.477516, -2.619461, -0.222784)  -0.05
N (-0.352052, 0.244959, 0.793737)  -0.01
C (0.713716, 0.584990, 1.646502)  -0.34
C (0.518063, 1.349660, 2.799376)  -0.04
C (1.589066, 1.765931, 3.574935)  -0.09
C (2.880154, 1.412668, 3.211357)  -0.11
C (3.081541, 0.649901, 2.069036)  -0.06
C (2.021179, 0.230453, 1.274079)  -0.21
C (2.245360, -0.602334, 0.045630)  -0.02
H (-4.325998, -0.293389, 4.079180)  0.08
H (-4.055868, -0.275312, 2.333152)  0.08
H (-2.752952, 0.182870, 3.417409)  0.07
H (-4.954252, -2.616802, 4.259939)  0.11
H (-4.243717, -4.968995, 4.428427)  0.10
H (-1.988458, -5.635554, 3.631334)  0.10
H (-0.500204, -3.933202, 2.627076)  0.12
H (-0.023477, -1.423126, 2.663940)  0.14
H (-2.664972, -1.927225, 0.867273)  0.09
H (-3.390838, 1.949085, -2.816841)  0.07
H (-5.318670, 0.612930, -3.459269)  0.09
H (-5.832752, -1.491086, -2.248256)  0.10
H (-5.380948, -3.063891, -0.640067)  0.08
H (-4.654244, -2.484591, 0.849688)  0.08
H (-3.671525, -3.352809, -0.336788)  0.07
H (-0.497042, 1.606291, 3.082371)  0.11
H (1.412705, 2.356817, 4.464854)  0.10
H (3.724150, 1.725907, 3.813233)  0.10
H (4.089004, 0.368136, 1.781914)  0.11
H (3.309230, -0.760224, -0.131007)  0.08
H (1.811482, -0.121143, -0.830992)  0.05
H (1.759840, -1.577495, 0.130879)  0.09
O (-1.909821, -4.392568, -1.796050)  -0.04
C (-2.380091, -3.472736, -2.755540)  -0.23
N (-1.564639, -2.282653, -2.835009)  0.13
C (-0.296934, -2.404272, -3.282670)  -0.42
O (0.167441, -3.492111, -3.610261)  0.05
C (0.553922, -1.169198, -3.306314)  -0.10
C (1.898582, -1.290404, -3.628686)  0.00
C (2.688334, -0.152110, -3.621566)  -0.05
C (2.102097, 1.057029, -3.274983)  -0.16
N (0.811960, 1.188249, -2.965315)  0.01
C (0.058878, 0.088669, -2.999631)  -0.10
H (-1.059910, -4.707008, -2.131760)  0.08
H (-3.380928, -3.171465, -2.460422)  0.10
H (-2.405395, -3.936056, -3.744047)  0.13
H (-1.891985, -1.440901, -2.376983)  0.10
H (2.290815, -2.270504, -3.866239)  0.12
H (3.741666, -0.194434, -3.862231)  0.10
H (2.691849, 1.966642, -3.229503)  0.09
H (-0.981714, 0.234150, -2.729454)  0.07
C (4.921512, 3.763171, 1.220306)  -0.05
N (4.957878, 4.618569, 0.060128)  -0.17
C (6.210631, 5.170373, -0.433839)  -0.12
C (5.746128, 6.019077, -1.620610)  -0.14
N (4.476992, 5.379857, -1.935802)  0.01
C (3.988365, 4.688813, -0.872939)  -0.84
S (2.452979, 4.045199, -0.782412)  0.54
H (5.297421, 4.302779, 2.090597)  0.09
H (5.535619, 2.870807, 1.063947)  0.10
H (3.894411, 3.456202, 1.398159)  0.04
H (6.885851, 4.365643, -0.745195)  0.13
H (6.707690, 5.759355, 0.336490)  0.12
H (6.437597, 5.973327, -2.459440)  0.12
H (5.607068, 7.064689, -1.332556)  0.12
H (3.822130, 5.751403, -2.601373)  0.13

Force components x, y, z for each atom (eV/Å):
Cs -0.07 0.51 -0.12
C 0.00 0.00 0.02
C -0.02 0.00 0.00
C 0.00 0.01 0.01
C 0.01 0.00 -0.01
C -0.01 0.00 0.01
C 0.00 0.01 -0.01
C -0.01 -0.02 -0.03
N 0.05 -0.01 -0.03
C -0.01 -0.04 0.06
N 0.00 -0.02 0.01
C -0.05 0.01 0.00
C -0.21 -0.23 0.06
C 0.01 0.00 -0.03
C 0.01 0.00 0.02
C 0.01 0.00 0.01
C -0.05 0.06 0.05
C -0.02 0.00 0.03
N -0.06 -0.35 0.18
C 0.05 -0.03 -0.05
C -0.07 0.04 -0.04
C 0.02 -0.03 0.01
C -0.01 0.01 0.00
C 0.01 0.01 0.00
C 0.01 -0.03 0.05
C -0.01 0.01 -0.02
H -0.01 0.00 -0.01
H 0.01 0.00 0.00
H 0.00 0.00 0.01
H 0.00 0.00 0.00
H 0.00 0.00 0.00
H 0.00 0.00 0.00
H 0.00 0.00 0.00
H 0.00 0.02 0.01
H 0.01 -0.01 0.00
H 0.01 0.01 0.03
H 0.00 0.00 0.00
H 0.00 0.00 -0.01
H -0.01 0.00 -0.01
H 0.01 0.01 0.00
H -0.02 0.00 0.10
H 0.00 0.02 -0.01
H 0.00 0.00 0.00
H 0.00 0.00 0.00
H 0.00 0.00 0.00
H 0.00 0.00 0.00
H 0.00 0.00 0.00
H 0.00 0.00 0.00
O -0.03 -0.01 0.01
C 0.04 0.00 -0.07
N 0.02 -0.01 -0.14
C 0.04 -0.03 0.34
O 0.00 0.00 -0.13
C 0.01 -0.12 -0.10
C 0.01 0.06 0.02
C -0.08 -0.04 0.02
C 0.03 0.07 -0.03
N 0.15 -0.06 -0.13
C -0.05 0.08 0.06
H 0.02 0.01 0.01
H 0.07 -0.03 -0.10
H 0.00 0.00 0.00
H -0.03 0.01 -0.01
H 0.01 0.01 -0.02
H 0.00 -0.01 -0.01
H 0.00 -0.01 0.02
H -0.01 0.07 0.00
C 0.01 -0.01 0.01
N -0.02 0.04 0.02
C 0.01 0.03 0.01
C 0.03 -0.01 -0.01
N 0.00 -0.04 -0.03
C 0.00 -0.03 0.01
S 0.21 0.09 -0.05
H 0.00 0.00 0.00
H -0.01 -0.01 0.00
H 0.00 -0.01 0.00
H -0.01 -0.01 -0.01
H 0.01 -0.01 0.00
H 0.00 0.01 0.00
H -0.02 0.00 0.02
H 0.00 0.01 0.00

---

(2)
# C19H44CaNO2P2S

A molecular structure, C19H44CaNO2P2S in a non-equilibrium geometry (wB97M-V/def2-TZVPD, the OMol25 dataset).

E_LUMO (Eh): -0.083
Multiplicity: 1
Largest force on an atom (hartree/bohr): 0.0561
Energy above the lowest of the compared OMol25 structures with the same formula, charge and spin (kcal per mole): 29.1
HOMO (eV): -9.1
Orbital gap (eV): 6.8
Net charge: +1

Each line ends with the Löwdin charge.
Geometry (Å):
Ca (-0.320568, -0.171654, -0.031928)  0.69
P (-0.839141, 2.161143, -1.182413)  0.91
P (1.353585, -2.167058, 0.535983)  0.91
N (1.513548, 0.121926, -1.786952)  -0.18
C (-0.068498, 1.805349, -2.837163)  -0.29
H (-0.874647, 1.820165, -3.587948)  0.09
H (0.591380, 2.660002, -3.056241)  0.08
C (0.714631, 0.473815, -2.997201)  -0.27
H (0.016235, -0.348214, -3.230083)  0.10
H (1.411123, 0.557418, -3.851354)  0.12
C (2.447238, -1.054850, -1.913687)  -0.23
H (3.400647, -0.748800, -1.459045)  0.12
H (2.615775, -1.282300, -2.986300)  0.12
C (1.924599, -2.336815, -1.221554)  -0.32
H (2.691249, -3.126841, -1.242278)  0.08
H (1.048731, -2.684413, -1.788724)  0.07
C (0.466502, -3.676397, 1.211575)  -0.52
C (-1.050321, -3.521375, 0.985659)  -0.14
H (-1.344293, -3.598415, -0.064927)  0.05
H (-1.418666, -2.555611, 1.366582)  0.05
H (-1.602395, -4.292656, 1.542079)  0.09
C (2.827153, -1.781189, 1.537218)  -0.56
C (2.465737, -1.230663, 2.934742)  -0.13
H (3.168558, -0.423679, 3.180870)  0.08
H (2.524441, -1.991800, 3.723851)  0.07
H (1.465232, -0.776181, 2.952104)  0.03
C (-0.276416, 3.778031, -0.513047)  -0.55
C (-1.052620, 4.236161, 0.733572)  -0.11
H (-0.436330, 4.985148, 1.255813)  0.09
H (-1.202606, 3.403643, 1.435376)  0.06
H (-2.026990, 4.693314, 0.511557)  0.07
C (-2.685336, 2.178600, -1.362638)  -0.56
C (-3.428130, 2.038177, -0.018791)  -0.11
H (-4.464990, 1.716734, -0.210155)  0.09
H (-3.464050, 2.989126, 0.528432)  0.07
H (-2.982879, 1.285453, 0.653650)  0.03
C (-1.099431, 0.355544, 2.427151)  -0.05
C (3.791682, -2.972162, 1.526261)  -0.12
H (3.365265, -3.865952, 1.044985)  0.06
H (4.690584, -2.705574, 0.952796)  0.08
H (4.110551, -3.244804, 2.541797)  0.08
C (-0.134923, 4.839911, -1.600435)  -0.12
H (-0.467637, 5.819073, -1.229159)  0.09
H (0.928269, 4.899848, -1.873952)  0.08
H (-0.685883, 4.611692, -2.517657)  0.05
C (-3.160239, 3.375644, -2.174008)  -0.11
H (-4.249431, 3.307625, -2.304387)  0.08
H (-2.939613, 4.326892, -1.669728)  0.08
H (-2.712106, 3.398734, -3.176601)  0.08
C (0.728320, -3.970740, 2.692232)  -0.10
H (0.422989, -3.147467, 3.350686)  0.08
H (0.135252, -4.851329, 2.977944)  0.09
H (1.779039, -4.201293, 2.888280)  0.07
H (0.853582, -4.510888, 0.600238)  0.11
H (-2.902976, 1.262274, -1.943482)  0.07
H (3.285401, -0.946165, 0.979500)  0.09
H (0.742145, 3.526632, -0.160873)  0.09
O (-1.466776, 0.589680, 3.487421)  0.09
H (2.101860, 0.930162, -1.571290)  0.09
H (1.236897, 0.992594, 0.802738)  -0.11
C (-2.956170, -3.181160, -2.627825)  -0.23
S (-3.090062, -1.515601, -1.962621)  0.93
C (-3.964032, -1.803149, -0.411962)  -0.23
O (-1.649177, -1.232990, -1.458389)  -0.75
H (-3.557660, -3.867452, -2.011888)  0.06
H (-1.895992, -3.479602, -2.671242)  0.07
H (-3.381952, -3.146977, -3.640865)  0.06
H (-5.017930, -1.565461, -0.601460)  0.07
H (-3.568690, -1.139126, 0.382189)  0.06
H (-3.849264, -2.854827, -0.118816)  0.05

Force components x, y, z for each atom (eV/Å):
Ca 0.58 0.37 0.53
P -0.36 -0.62 1.06
P -0.70 1.13 0.76
N 0.03 -0.22 -0.42
C -0.06 0.55 -0.34
H 0.32 0.09 0.07
H -0.14 -0.28 -0.08
C 0.46 -0.30 0.10
H 0.27 0.26 0.25
H -0.43 0.11 0.02
C -0.47 0.46 0.15
H -0.25 -0.16 -0.22
H 0.08 0.05 0.52
C 0.08 -0.79 0.06
H -0.12 0.18 -0.43
H 0.16 -0.15 0.13
C 0.49 -0.47 -0.83
C -0.05 -0.11 0.06
H 0.16 0.08 0.05
H 0.17 -0.15 -0.03
H 0.20 0.07 -0.16
C 0.07 -0.19 -0.16
C 0.10 0.21 0.03
H -0.18 -0.25 0.07
H -0.01 0.13 -0.30
H 0.29 -0.11 -0.05
C 0.41 -0.18 -0.27
C 0.17 -0.08 0.12
H -0.28 -0.18 -0.18
H 0.03 0.19 -0.15
H 0.29 -0.14 -0.06
C 0.25 0.16 -0.59
C -0.12 0.03 -0.09
H 0.25 0.20 0.06
H 0.00 -0.32 -0.14
H -0.01 0.23 -0.23
C -1.12 0.45 2.62
C 0.74 -0.11 0.01
H 0.15 0.17 0.25
H -0.12 -0.24 0.23
H -0.05 0.01 -0.30
C 0.37 0.49 -0.14
H 0.18 -0.17 -0.21
H -0.35 0.30 -0.07
H -0.03 0.13 0.18
C -0.73 0.12 -0.10
H 0.15 0.20 -0.06
H -0.05 -0.28 -0.13
H -0.06 0.01 0.26
C 0.10 -0.10 0.05
H 0.06 -0.10 -0.22
H 0.17 0.20 -0.06
H -0.17 0.09 0.00
H -0.37 -0.10 0.36
H 0.19 0.28 0.08
H -0.30 -0.24 0.16
H -0.46 -0.05 -0.03
O 1.08 -0.44 -2.50
H -0.44 -0.28 0.26
H -0.03 0.16 0.42
C -0.65 -0.40 -0.32
S 1.88 0.28 1.08
C -0.49 -0.25 0.09
O -1.40 -0.22 -0.92
H 0.37 0.13 -0.29
H -0.47 0.29 0.18
H 0.21 -0.14 0.28
H 0.15 -0.15 0.22
H -0.14 -0.24 -0.71
H -0.04 0.38 0.04

---

Which of these has the lowest orbital gap?
C33H38CsN7O2S

---

energy above the lowest of the compared OMol25 structures with the same formula, charge and spin of number 1 (C33H38CsN7O2S)?
0.0 kcal per mole

---

Which value of largest force on an atom does entry 1 give?
0.0102 hartree/bohr